*i*
Entry from the Open Molecules 2025 dataset: the ion HO5S2 with charge -1 (ωB97M-V with the def2-TZVPD basis set).

Summary:
HOMO level, eV: -5.307
Charge: -1
Frontier orbital gap, eV: 9.0
Spin multiplicity: 1

Geometry (Å):
O 0.606 0.872 0.021
O 0.441 -1.785 0.157
O -1.885 -0.290 -0.159
O 2.644 -0.792 0.419
O -1.212 2.449 -0.439
S 1.422 -0.837 -0.378
S -0.798 1.359 0.412
H -1.218 -0.976 -0.034

*ii*
Entry from the Open Molecules 2025 dataset: a cluster of 2 separate species, HO5S2 in total (ωB97M-V with the def2-TZVPD basis set).

Summary:
HOMO level, eV: -3.480
Charge: -1
Frontier orbital gap, eV: 4.6
Spin multiplicity: 1

Geometry (Å):
O -0.435 -1.137 -3.027
O 1.690 -0.513 -2.045
O -2.420 1.929 3.439
O -0.303 -0.453 -0.493
O -2.306 -0.555 3.064
S 0.262 -0.224 -2.141
S -2.304 0.787 2.534
H -1.226 -0.397 -0.369

Name the least stable of them. *ii*.

*i*
Entry from the Open Molecules 2025 dataset: a structure of composition C46H51HfN10O4 (ωB97M-V with the def2-TZVPD basis set).

Summary:
HOMO level, eV: -10.300
Charge: +1
Frontier orbital gap, eV: 7.6
Spin multiplicity: 1

Geometry (Å):
Hf 0.041 -0.148 0.090
C -0.038 0.176 4.701
C 0.268 0.391 3.264
N -0.511 0.112 2.289
N -1.805 -0.314 2.630
C -2.484 -0.510 1.554
O -1.992 -0.380 0.332
C -3.902 -0.933 1.628
C -4.555 -1.265 0.444
C -5.879 -1.683 0.471
C -6.549 -1.765 1.682
C -5.898 -1.429 2.864
C -4.576 -1.016 2.840
C 1.557 1.037 2.862
C 2.536 1.375 3.780
C 3.642 2.090 3.333
C 3.707 2.462 2.003
C 2.684 2.066 1.150
N 1.653 1.348 1.567
H -1.076 -0.097 4.842
H 0.580 -0.653 5.057
H 0.203 1.067 5.283
H -4.022 -1.198 -0.492
H -6.379 -1.941 -0.453
H -7.581 -2.089 1.708
H -6.424 -1.492 3.807
H -4.066 -0.759 3.759
H 2.434 1.101 4.819
H 4.425 2.370 4.024
H 4.525 3.059 1.624
H 2.675 2.349 0.104
C -1.742 2.593 -4.454
C -0.556 2.830 -5.348
C -0.554 3.900 -6.241
C 0.506 4.128 -7.105
C 1.606 3.282 -7.094
C 1.639 2.227 -6.197
C 0.570 2.007 -5.337
N 0.643 0.891 -4.444
C 0.577 0.982 -3.089
N 0.867 2.215 -2.601
C 0.261 2.821 -1.461
C -0.241 2.055 -0.429
C -0.873 2.778 0.608
C -0.990 4.152 0.595
C -0.414 4.877 -0.448
C 0.225 4.233 -1.488
C 0.836 5.022 -2.616
N 0.336 -0.062 -2.319
C -0.146 -1.198 -3.088
C -1.507 -1.261 -3.354
C -2.045 -2.321 -4.063
C -1.205 -3.335 -4.508
C 0.152 -3.266 -4.238
C 0.708 -2.201 -3.529
C 2.174 -2.178 -3.215
H -2.657 2.903 -4.956
H -1.671 3.160 -3.522
H -1.846 1.541 -4.192
H -1.419 4.551 -6.270
H 0.466 4.962 -7.792
H 2.434 3.444 -7.770
H 2.494 1.563 -6.153
H 0.577 -0.038 -4.832
H 1.130 2.865 -3.327
H -1.302 2.257 1.456
H -1.500 4.665 1.400
H -0.470 5.959 -0.456
H 0.759 6.090 -2.420
H 0.345 4.839 -3.577
H 1.900 4.802 -2.756
H -2.152 -0.480 -2.967
H -3.108 -2.360 -4.259
H -1.608 -4.172 -5.064
H 0.804 -4.061 -4.583
H 2.679 -3.034 -3.663
H 2.342 -2.204 -2.135
H 2.656 -1.275 -3.595
C 4.417 -3.200 0.457
N 3.913 -2.005 1.143
C 3.125 -2.288 2.347
C 3.384 -1.050 0.285
O 2.153 -0.824 0.238
N 4.248 -0.380 -0.486
C 5.694 -0.491 -0.339
C 3.812 0.533 -1.530
H 3.595 -3.847 0.132
H 5.063 -3.754 1.135
H 5.006 -2.926 -0.416
H 3.317 -3.316 2.652
H 2.055 -2.197 2.179
H 3.432 -1.636 3.164
H 5.933 -0.999 0.589
H 6.120 0.512 -0.327
H 6.122 -1.036 -1.183
H 2.736 0.490 -1.662
H 4.290 0.259 -2.472
H 4.122 1.548 -1.278
C -0.631 -5.455 3.486
N -0.509 -4.600 2.307
C -0.712 -5.086 1.053
C -0.592 -4.319 -0.055
C -0.255 -2.962 0.201
O -0.123 -2.081 -0.746
N -0.058 -2.482 1.410
C -0.135 -3.268 2.523
O 0.096 -2.866 3.652
H -1.144 -6.367 3.188
H -1.205 -4.934 4.247
H 0.349 -5.690 3.896
H -0.989 -6.131 1.013
H -0.773 -4.692 -1.049

*ii*
Entry from the Open Molecules 2025 dataset: a structure of composition C46H51HfN10O4 (ωB97M-V with the def2-TZVPD basis set).

Summary:
HOMO level, eV: -10.271
Charge: +1
Frontier orbital gap, eV: 7.3
Spin multiplicity: 1

Geometry (Å):
Hf 0.002 -0.083 -0.034
C -0.093 0.133 4.517
C 0.307 0.394 3.107
N -0.457 0.141 2.091
N -1.719 -0.268 2.330
C -2.462 -0.446 1.257
O -2.047 -0.312 0.051
C -3.867 -0.780 1.542
C -4.751 -1.122 0.522
C -6.077 -1.378 0.820
C -6.529 -1.292 2.127
C -5.647 -0.979 3.149
C -4.322 -0.728 2.861
C 1.577 1.031 2.786
C 2.571 1.271 3.741
C 3.718 1.938 3.354
C 3.830 2.380 2.043
C 2.788 2.111 1.170
N 1.706 1.434 1.511
H -1.145 -0.133 4.530
H 0.470 -0.716 4.902
H 0.084 1.001 5.146
H -4.383 -1.167 -0.493
H -6.773 -1.634 0.037
H -7.571 -1.463 2.352
H -5.996 -0.919 4.168
H -3.615 -0.466 3.630
H 2.447 0.922 4.755
H 4.504 2.131 4.068
H 4.701 2.920 1.708
H 2.803 2.463 0.149
C -1.932 2.434 -4.256
C -0.936 2.748 -5.333
C -1.205 3.762 -6.249
C -0.334 4.061 -7.281
C 0.831 3.327 -7.432
C 1.121 2.318 -6.533
C 0.262 2.039 -5.475
N 0.625 0.993 -4.587
C 0.586 1.061 -3.219
N 0.801 2.300 -2.715
C 0.253 2.874 -1.542
C -0.231 2.080 -0.488
C -0.835 2.816 0.549
C -0.918 4.198 0.563
C -0.371 4.929 -0.474
C 0.222 4.280 -1.542
C 0.801 5.091 -2.669
N 0.470 -0.001 -2.471
C 0.182 -1.192 -3.211
C -1.139 -1.493 -3.527
C -1.445 -2.636 -4.241
C -0.432 -3.477 -4.674
C 0.883 -3.177 -4.369
C 1.206 -2.048 -3.631
C 2.627 -1.754 -3.259
H -2.941 2.591 -4.632
H -1.799 3.077 -3.386
H -1.843 1.403 -3.919
H -2.125 4.319 -6.150
H -0.570 4.851 -7.979
H 1.513 3.545 -8.239
H 2.022 1.732 -6.636
H 0.685 0.068 -4.992
H 0.990 2.984 -3.438
H -1.262 2.289 1.395
H -1.401 4.706 1.384
H -0.417 6.007 -0.465
H 0.746 6.148 -2.422
H 0.246 4.936 -3.597
H 1.848 4.841 -2.840
H -1.915 -0.834 -3.164
H -2.474 -2.866 -4.469
H -0.660 -4.366 -5.241
H 1.681 -3.827 -4.699
H 3.298 -2.492 -3.695
H 2.717 -1.790 -2.174
H 2.917 -0.759 -3.598
C 3.825 -3.487 0.904
N 3.704 -2.161 1.498
C 2.969 -2.126 2.758
C 3.325 -1.189 0.553
O 2.148 -0.832 0.354
N 4.351 -0.658 -0.122
C 5.735 -0.969 0.154
C 4.162 0.319 -1.172
H 2.844 -3.930 0.697
H 4.366 -4.143 1.586
H 4.375 -3.415 -0.032
H 2.869 -3.130 3.165
H 1.972 -1.702 2.639
H 3.530 -1.512 3.470
H 5.812 -1.530 1.080
H 6.291 -0.036 0.252
H 6.170 -1.552 -0.662
H 3.101 0.414 -1.400
H 4.715 -0.002 -2.056
H 4.548 1.288 -0.853
C -0.510 -5.637 3.032
N -0.520 -4.662 1.966
C -0.791 -5.029 0.701
C -0.696 -4.147 -0.319
C -0.322 -2.809 0.012
O -0.165 -1.930 -0.890
N -0.095 -2.439 1.272
C -0.145 -3.331 2.289
O 0.142 -3.057 3.436
H -1.031 -6.540 2.721
H -0.994 -5.214 3.912
H 0.519 -5.894 3.294
H -1.078 -6.058 0.536
H -0.884 -4.403 -1.344

Name the least stable of them. *ii*.

*i*
Entry from the Open Molecules 2025 dataset: the molecule CH5N3S (ωB97M-V with the def2-TZVPD basis set).

Summary:
HOMO level, eV: -8.290
Frontier orbital gap, eV: 9.1
SMILES: N/N=C/NS
Spin multiplicity: 1

Geometry (Å):
N 2.198 -0.221 0.073
N 1.044 0.523 0.080
C -0.053 -0.047 -0.141
N -1.278 0.625 -0.188
S -2.798 -0.107 -0.074
H 2.922 0.271 -0.413
H 1.991 -1.109 -0.399
H -0.134 -1.159 -0.265
H -1.131 1.629 0.109
H -2.760 -0.405 1.217

*ii*
Entry from the Open Molecules 2025 dataset: a cluster of 3 separate species, CH5N3S in total (ωB97M-V with the def2-TZVPD basis set).

Summary:
HOMO level, eV: -8.586
Frontier orbital gap, eV: 8.9
Spin multiplicity: 1

Geometry (Å):
C -0.158 0.119 0.023
H 0.226 -1.846 2.497
H -1.749 -0.636 1.791
H -1.297 0.079 -0.316
H 1.504 1.023 -0.605
H 0.146 1.016 -3.421
N -0.333 -0.610 2.185
N 0.503 -0.181 1.141
N 0.464 0.940 -0.890
S 0.694 0.095 -2.405

Name the least stable of them. *ii*.

*i*
Entry from the Open Molecules 2025 dataset: a cluster of 2 separate species, C3H12N2 in total (ωB97M-V with the def2-TZVPD basis set).

Summary:
HOMO level, eV: -8.917
Frontier orbital gap, eV: 10.1
SMILES: NCN.CC
Spin multiplicity: 1

Geometry (Å):
N -1.415 1.101 -2.658
C -2.544 2.048 -2.872
N -3.840 1.550 -2.367
H -1.460 0.620 -1.779
H -1.448 0.418 -3.371
H -2.325 3.029 -2.200
H -2.571 2.461 -3.792
H -4.410 1.103 -3.083
H -3.841 0.960 -1.582
C 4.296 -1.632 3.985
C 3.217 -2.739 3.594
H 4.544 -1.450 5.012
H 4.121 -0.698 3.492
H 5.204 -1.879 3.509
H 3.844 -3.669 3.890
H 2.359 -2.710 4.246
H 2.955 -2.807 2.584

*ii*
Entry from the Open Molecules 2025 dataset: a cluster of 2 separate species, C3H12N2 in total (ωB97M-V with the def2-TZVPD basis set).

Summary:
HOMO level, eV: -8.463
Frontier orbital gap, eV: 9.5
SMILES: CNC.CN
Spin multiplicity: 1

Geometry (Å):
C 1.091 -0.286 -1.614
N 0.992 -1.018 -0.374
C 1.704 -0.393 0.730
H 0.550 0.659 -1.550
H 2.099 -0.228 -2.027
H 0.526 -0.802 -2.397
H 1.175 -2.005 -0.448
H 2.783 -0.608 0.718
H 1.253 -0.704 1.647
H 1.760 0.691 0.604
C -2.200 1.205 0.596
N -1.942 -0.215 0.675
H -1.301 1.843 0.651
H -2.818 1.533 1.416
H -2.676 1.451 -0.325
H -1.165 -0.521 0.102
H -1.832 -0.602 1.598

*iii*
Entry from the Open Molecules 2025 dataset: a cluster of 2 separate species, C3H12N2 in total (ωB97M-V with the def2-TZVPD basis set).

Summary:
HOMO level, eV: -7.995
Frontier orbital gap, eV: 8.9
SMILES: CCN.CN
Spin multiplicity: 1

Geometry (Å):
C 2.002 0.474 1.196
C 1.889 -0.776 0.395
N 0.587 -1.419 0.714
H 2.904 1.020 1.009
H 1.363 1.202 0.711
H 1.720 0.433 2.261
H 1.780 -0.691 -0.677
H 2.590 -1.517 0.711
H -0.185 -0.812 1.002
H 0.234 -2.182 0.072
C -2.661 0.606 -1.065
N -1.208 0.238 -0.827
H -3.175 -0.007 -1.857
H -2.754 1.643 -1.525
H -3.364 0.459 -0.224
H -0.832 0.430 -1.835
H -0.890 0.899 -0.059

Name the least stable of them. *iii*.